(1)
A cluster of 2 separate species, C7H7NOS in total, computed with ωB97M-V/def2-TZVPD.

Computed properties:
E_LUMO (alpha / beta) ... -0.27 / -0.31 eV
Relative energy (zero: lowest compared OMol25 entry of this formula, charge and spin) ... 141.5 kcal/mol
Energy ... -798.86211 Eh
Frontier orbital gap (alpha / beta) ... 6.754 / 8.302 eV

ORCA input file:
```
! wB97M-V def2-TZVPD RIJCOSX def2/J DEFGRID3
* xyz 0 1
C 3.304 -0.772 -0.333
C 3.148 -1.316 0.722
C -2.635 -0.412 1.166
C -1.467 0.281 0.893
C -2.987 -1.215 0.083
C -1.145 0.258 -0.493
C 0.089 0.794 -0.990
N 1.939 1.896 -0.940
O 0.773 1.652 -0.308
S -2.137 -0.790 -1.398
H 3.404 -0.343 -1.284
H -3.075 -0.657 2.055
H -0.873 0.890 1.561
H -3.942 -1.764 0.016
H 0.426 0.643 -2.076
H 2.653 -1.621 1.620
H 2.525 2.476 -0.295
*
```



(2)
The molecule C7H8, computed with ωB97M-V/def2-TZVPD.

Computed properties:
E_LUMO (alpha / beta) ... 0.02 / 0.02 eV
Relative energy (zero: lowest compared OMol25 entry of this formula, charge and spin) ... 172.2 kcal/mol
Energy ... -271.25707 Eh
Frontier orbital gap (alpha / beta) ... 7.929 / 7.929 eV

ORCA input file:
```
! wB97M-V def2-TZVPD RIJCOSX def2/J DEFGRID3
* xyz 0 1
C -0.201 1.853 0.260
C 0.299 0.396 0.350
C -0.593 -0.509 -0.483
C -1.304 -1.586 -0.001
C -1.984 -2.699 0.046
C 1.702 0.311 -0.088
C 2.841 0.233 -0.470
H -0.177 2.215 -0.773
H -1.226 1.932 0.632
H 0.438 2.513 0.856
H 0.240 0.085 1.401
H -0.622 -0.283 -1.549
H -0.225 -1.878 0.315
H -3.037 -2.738 0.318
H 3.848 0.154 -0.815
*
```